Entry 1:
Formula: CF4N2
Source: the Open Molecules 2025 dataset
Level of theory: wB97M-V/def2-TZVPD

XYZ file:
```
7
CF4N2 (wB97M-V/def2-TZVPD)
C 0.395 -0.027 -0.385
N 0.755 -1.137 -0.727
N -1.327 0.205 0.767
F 0.604 1.133 -0.843
F 1.604 -1.036 -1.883
F -1.208 -0.560 1.839
F -0.822 1.422 1.233
```

Output
Frontier orbital gap in eV: 9.46
Highest occupied orbital energy in eV: -11.25

***

Entry 2:
Formula: C16H10ClN3OS
Source: the Open Molecules 2025 dataset
Level of theory: wB97M-V/def2-TZVPD

XYZ file:
```
32
C16H10ClN3OS (wB97M-V/def2-TZVPD)
O 0.928 3.710 -0.858
C 0.584 2.387 -0.723
S -0.361 1.909 0.663
C -0.539 0.164 0.460
N -1.114 -0.636 1.370
C -1.573 -0.309 2.634
C -1.086 -1.095 3.703
C -1.620 -0.985 4.977
C -2.618 -0.048 5.225
Cl -3.287 0.182 6.826
C -3.021 0.832 4.207
C -2.482 0.713 2.922
N -0.117 -0.575 -0.546
C 0.653 0.070 -1.523
C 1.220 -0.484 -2.615
C 1.160 -1.817 -3.080
C 1.820 -2.118 -4.293
C 2.584 -1.119 -4.912
C 2.701 0.167 -4.397
C 1.956 0.500 -3.290
N 1.874 1.682 -2.712
C 1.038 1.475 -1.616
H 1.451 3.759 -1.648
H -0.787 -1.594 1.265
H -0.386 -1.932 3.539
H -1.279 -1.643 5.793
H -3.746 1.591 4.433
H -2.803 1.359 2.091
H 0.574 -2.536 -2.516
H 1.756 -3.114 -4.745
H 3.193 -1.403 -5.755
H 3.327 0.906 -4.877
```

Output
Frontier orbital gap in eV: 6.50
Structure (SMILES): Oc1sc(Nc2ccc(Cl)cc2)nc2c3ccccc3nc1-2
Highest occupied orbital energy in eV: -7.29

***

Entry 3:
Formula: C16H44IN4O4
Source: the Open Molecules 2025 dataset
Level of theory: wB97M-V/def2-TZVPD

XYZ file:
```
69
C16H44IN4O4 (wB97M-V/def2-TZVPD)
I -0.800 0.998 0.408
C 0.395 -2.340 -1.678
C 1.751 -2.098 -1.198
C 2.490 -1.276 -2.235
O 3.769 -0.955 -1.670
C 4.620 -0.225 -2.577
N 1.717 -1.329 0.033
H 0.198 -2.759 -2.665
H -0.193 -1.426 -1.765
H -0.151 -3.045 -1.050
H 2.228 -3.073 -1.095
H 1.972 -0.346 -2.471
H 2.641 -1.833 -3.160
H 4.834 -0.799 -3.479
H 5.509 0.181 -2.094
H 4.081 0.684 -2.843
H 1.190 -2.036 0.526
H 0.918 -0.712 0.015
C -1.490 -0.331 4.247
C -2.712 -1.145 3.859
C -4.011 -0.456 4.363
O -5.223 -1.249 4.085
C -6.373 -0.752 4.839
N -2.715 -1.516 2.439
H -1.151 -0.435 5.278
H -1.569 0.755 4.197
H -0.646 -0.654 3.638
H -2.530 -2.026 4.474
H -4.008 0.628 4.251
H -3.954 -0.630 5.438
H -5.967 -0.717 5.850
H -7.204 -1.457 4.832
H -6.657 0.245 4.501
H -1.861 -2.048 2.348
H -2.517 -0.777 1.780
C -0.657 2.343 -4.105
C -2.075 1.773 -3.975
C -2.019 0.292 -4.118
O -1.425 -0.148 -5.387
C -1.124 -1.584 -5.449
N -2.611 2.225 -2.703
H 0.018 1.912 -3.365
H -0.750 3.392 -3.822
H -0.275 2.218 -5.118
H -2.632 2.367 -4.700
H -3.050 -0.062 -4.109
H -1.531 -0.109 -3.230
H -0.065 -1.840 -5.439
H -1.458 -1.919 -6.431
H -1.580 -2.310 -4.777
H -2.299 1.728 -1.881
H -3.591 2.032 -2.851
C 2.706 3.361 1.174
C 3.323 2.004 1.076
C 3.053 1.100 2.334
O 3.411 -0.193 2.127
C 3.178 -1.030 3.288
N 2.915 1.352 -0.146
H 3.137 4.023 1.925
H 1.698 3.130 1.518
H 2.729 3.937 0.248
H 4.382 2.253 1.146
H 1.967 1.194 2.343
H 3.440 1.462 3.286
H 3.624 -0.533 4.150
H 3.557 -2.018 3.025
H 2.119 -1.095 3.541
H 3.325 1.955 -0.846
H 1.981 1.736 -0.148
```

Output
<S²>: 0.754
Frontier orbital gap (alpha / beta) in eV: 9.53 / 5.28
Highest occupied orbital energy (alpha / beta) in eV: -9.05 / -9.04
Multiplicity: 2

***

Entry 4:
Formula: H14NaO7
Source: the Open Molecules 2025 dataset
Level of theory: wB97M-V/def2-TZVPD

XYZ file:
```
22
H14NaO7 (wB97M-V/def2-TZVPD)
Na -0.400 -0.111 -0.080
O 0.772 -0.615 1.922
H 0.289 -0.611 2.749
H 1.464 -1.263 2.051
O 0.367 2.224 0.411
H 0.928 2.284 1.185
H -0.500 2.484 0.723
O -1.299 0.745 -2.543
H -0.736 0.404 -3.237
H -1.241 1.696 -2.632
O 1.803 0.473 -1.846
H 2.451 1.024 -1.405
H 2.091 0.447 -2.758
O -1.803 1.010 1.668
H -1.443 0.495 2.391
H -2.553 1.467 2.050
O -1.832 -1.978 0.180
H -2.548 -2.109 0.802
H -1.390 -2.827 0.142
O 1.560 -1.951 -0.735
H 2.198 -2.232 -0.080
H 1.822 -1.057 -0.956
```

Output
<S²>: 0.756
Frontier orbital gap (alpha / beta) in eV: 12.06 / 3.52
Charge: +2
Highest occupied orbital energy (alpha / beta) in eV: -18.91 / -18.69
Multiplicity: 2

***

no.,strongest force on any atom (eV/Å)
1,4.63
2,3.14
3,3.54
4,1.55